Record 1
Here is a structure of composition C24H62Ag2N4O10 at a distorted geometry from the Open Molecules 2025 dataset. Energies are from ωB97M-V/def2-TZVPD.

Properties
largest force on an atom	4.7	eV/Å
net charge	+2
HOMO (spin up / spin down)	-11.8 / -11.8	eV
relative energy (zero: lowest compared OMol25 entry of this formula, charge and spin)	755.6	kJ/mol
frontier orbital gap (spin up / spin down)	2.44 / 2.41	eV
DFT total energy	-60299.0250	eV
spin multiplicity	3
LUMO level (spin up / spin down)	-9.3 / -9.4	eV
⟨S²⟩	2.02

The geometry in XYZ format:
```
102
C24H62Ag2N4O10 ωB97M-V/def2-TZVPD
Ag -5.5788 -0.3213 -3.1715
Ag -5.7871 -2.8291 2.3248
C -11.0486 -2.1946 -0.9452
C -9.5606 -1.9073 -1.2825
O -8.6690 -2.0425 -0.4277
O -9.2633 -1.3709 -2.3558
H -11.3395 -3.2354 -1.0870
H -11.5705 -1.5852 -1.6829
H -11.2613 -1.9296 0.0905
C -0.6870 -0.1051 0.4932
C -2.0257 -0.0472 -0.2512
O -2.1054 0.5333 -1.3305
O -3.0556 -0.6702 0.1351
H 0.0808 0.4182 -0.0766
H -0.4837 -1.1521 0.7183
H -0.6903 0.4055 1.4562
C 6.0264 1.1731 1.1475
C 5.3981 1.4048 2.4870
C 5.8991 0.3590 3.5220
O 5.7057 -1.0378 3.1360
C 4.3275 -1.4385 3.0836
N 5.6078 2.8071 2.7801
H 5.7334 0.2459 0.6550
H 7.1154 1.1500 1.1868
H 5.7522 1.9119 0.3944
H 4.3361 1.2304 2.3142
H 5.3865 0.5682 4.4609
H 6.9501 0.5084 3.7694
H 4.2796 -2.5205 3.2065
H 3.7251 -1.2150 2.2031
H 3.8283 -1.1077 3.9943
H 5.0541 3.3952 2.1737
H 5.3165 3.1297 3.6918
C 0.5659 3.7635 -5.6952
C -0.1505 2.8913 -6.7456
C 0.3798 3.0632 -8.1852
O -0.6166 2.5353 -9.0323
C -0.4148 2.9110 -10.3757
N -0.2037 1.4546 -6.3677
H 0.3841 4.8101 -5.9396
H 1.6441 3.6717 -5.5639
H 0.1392 3.5840 -4.7084
H -1.1592 3.3041 -6.7312
H 1.3063 2.4901 -8.2213
H 0.5791 4.1192 -8.3670
H -1.4055 2.7790 -10.8108
H 0.3056 2.2960 -10.9150
H -0.0792 3.9454 -10.4498
H -0.5337 1.2856 -5.4282
H 0.7833 1.3035 -6.2153
C 1.2852 -7.3712 2.4590
C 0.7927 -6.7298 1.1857
C 1.0611 -7.5403 -0.1140
O 0.4945 -8.8710 -0.0183
C 0.3860 -9.5212 -1.2962
N -0.6327 -6.5009 1.3346
H 2.3460 -7.6212 2.4784
H 0.8168 -8.2891 2.8142
H 1.2110 -6.6425 3.2662
H 1.2462 -5.7398 1.1369
H 2.1026 -7.6662 -0.4097
H 0.6467 -7.0024 -0.9667
H -0.1686 -10.4596 -1.2964
H 1.3267 -9.6062 -1.8402
H -0.3156 -8.8378 -1.7746
H -1.0770 -7.3948 1.4886
H -0.9314 -6.1109 2.2171
C -0.8358 1.9977 6.1909
C -2.1933 2.5667 6.6649
C -3.1250 2.9690 5.5062
O -4.4988 3.1748 5.8601
C -4.7156 4.3993 6.6424
N -2.8690 1.5620 7.4808
H -0.7990 1.1116 5.5571
H -0.1703 1.9008 7.0487
H -0.3404 2.7581 5.5871
H -2.0042 3.4337 7.2979
H -2.9988 2.1172 4.8379
H -2.8419 3.8859 4.9894
H -4.6293 5.3151 6.0576
H -4.0539 4.5012 7.5025
H -5.7198 4.4063 7.0662
H -2.7809 0.6951 6.9699
H -3.8299 1.8206 7.3082
C 2.6949 -2.0165 -3.6533
C 4.0209 -1.5260 -4.3959
O 3.6151 -0.5164 -5.3119
H 2.9944 -2.7451 -2.9000
H 2.0052 -2.4752 -4.3619
H 2.1543 -1.2334 -3.1218
H 4.4887 -2.3546 -4.9278
H 4.7008 -1.0340 -3.7003
H 4.2566 0.1977 -5.2989
C 0.0450 6.1901 0.9633
C 1.2408 5.5927 1.5836
O 2.3900 6.1557 0.9491
H -0.1121 5.8934 -0.0737
H 0.1154 7.2722 1.0738
H -0.8969 5.9680 1.4648
H 1.2746 4.5297 1.3451
H 1.2946 5.6819 2.6686
H 2.6127 6.9713 1.4037
```

Atomic partial charges in e from the Mulliken method, atoms 1 to 6: atom 1 (Ag): 0.99, atom 2 (Ag): 1.00, atom 3 (C): -0.82, atom 4 (C): 0.78, atom 5 (O): -0.48, atom 6 (O): -0.35

---

Record 2
Here is a cluster of 8 separate species, C24H62BrN5O5 in total at a distorted geometry from the Open Molecules 2025 dataset. Energies are from ωB97M-V/def2-TZVPD.

Properties
largest force on an atom	8.4	eV/Å
net charge	+4
HOMO	-11.0	eV
frontier orbital gap	1.34	eV
DFT total energy	-113572.5578	eV
LUMO level	-9.6	eV

The geometry in XYZ format:
```
97
C24H62BrN5O5 ωB97M-V/def2-TZVPD
C -0.2973 1.1956 -4.7992
C 0.8189 1.8773 -4.0729
O 1.2213 1.5221 -3.0028
N 1.4964 2.9711 -4.7900
H 1.1187 3.0337 -5.7221
H 1.2406 3.7985 -4.2370
C 3.0267 2.8808 -4.9319
H -0.0952 1.0773 -5.8537
H -1.2802 1.6973 -4.7143
H -0.4188 0.2582 -4.3517
H 3.4067 3.8293 -5.2282
H 3.3485 2.1088 -5.6019
H 3.3923 2.6993 -3.8987
C 7.1462 -7.0006 6.0445
C 7.0961 -5.8621 6.8176
C 2.5569 -3.8573 7.5058
C 3.2243 -2.9363 6.6478
C 3.7554 -3.2687 5.4200
C 6.4108 -3.4086 6.1694
N 6.0728 -4.5953 6.9040
O 5.4055 -4.4207 7.8251
C 6.7480 -2.2214 7.1009
C 6.7335 -3.4365 4.7475
C 7.9829 -5.5474 7.9501
H 7.0769 -7.6865 6.9578
H 8.1839 -7.3507 5.9016
H 6.5891 -7.2549 5.1150
H 2.5961 -5.0428 7.1632
H 1.9700 -3.6036 8.4658
H 3.2598 -1.9756 7.2166
H 7.1472 -9.0643 -2.5500
H 4.1009 -2.5030 4.7165
H 3.1236 -4.1487 5.2550
H 6.5564 -1.4201 6.3643
H 7.8113 -2.1984 7.1649
H 6.2501 -2.0914 8.0269
H 6.3109 -2.4060 4.5629
H 6.0569 -4.0485 4.0920
H 7.7002 -3.5748 4.2178
H 8.8201 -6.2553 7.9692
H 7.2096 -5.7581 8.7140
H 8.3001 -4.5440 8.1274
C -4.9851 -4.3986 -6.8604
C -5.9241 -5.5282 -7.1651
C -6.8936 -5.8407 -6.0276
O -5.9378 -6.2680 -5.0593
C -6.3380 -6.0250 -3.7511
N -6.8309 -5.1564 -8.3674
H -7.5257 -5.9269 -8.4707
H -7.3327 -4.2645 -8.1891
H -6.1934 -4.9233 -9.0947
H -4.3022 -4.1825 -7.6723
H -4.4397 -4.6910 -5.9631
H -5.5921 -3.5246 -6.6083
H -5.4488 -6.4660 -7.5057
H -7.5341 -6.6697 -6.2275
H -7.5371 -4.9921 -5.6284
H -5.7212 -6.5859 -3.0693
H -7.4459 -6.2499 -3.6104
H -6.1985 -4.9641 -3.5522
C -5.5407 5.6358 -3.7035
C -4.5220 5.4857 -2.5468
C -4.8110 6.2669 -1.2911
O -3.8131 5.9922 -0.3339
C -4.1743 6.4416 0.9939
N -4.3324 4.0436 -2.2883
H -3.3749 3.7915 -1.9304
H -5.0719 3.5530 -1.7505
H -4.3147 3.6413 -3.2463
H -5.7918 6.6446 -3.9903
H -6.5360 5.0736 -3.6244
H -4.9755 5.1774 -4.4939
H -3.5563 5.8395 -2.9414
H -5.8206 6.0198 -0.9210
H -4.7979 7.2811 -1.6554
H -4.4022 7.5205 0.9432
H -3.3827 6.2747 1.7222
H -5.1082 5.9522 1.3076
C -1.2919 4.1264 1.9084
C -0.4854 5.3969 1.9712
C 0.9548 5.1840 2.1849
O 1.4701 4.6975 0.8803
C 2.8991 4.5556 0.8630
N -0.5719 6.1157 0.6329
H -0.1319 7.0422 0.5206
H -0.1434 5.5591 -0.0520
H -1.5284 6.2661 0.3447
H -0.7055 3.3105 1.4063
H -2.1614 4.2200 1.3129
H -1.4823 3.7016 2.9095
H -0.8710 6.0426 2.8169
H 1.1384 4.4474 2.9349
H 1.5032 6.1158 2.5067
H 3.3686 5.2161 1.5326
H 3.0081 4.7264 -0.1742
H 3.3730 3.5449 1.1659
Br -1.0089 4.2854 -2.5016
```

Atomic partial charges in e from the Mulliken method, atoms 1 to 6: atom 1 (C): -1.09, atom 2 (C): 0.56, atom 3 (O): -0.44, atom 4 (N): -0.03, atom 5 (H): 0.36, atom 6 (H): 0.31